Entry 1:
An isolated ion of composition C2H9N2O and charge +1, computed with wB97M-V/def2-TZVPD.

- Kohn-Sham gap (eV) = 10.3707
- M (g mol⁻¹) = 77.1
- relative energy (zero: lowest compared OMol25 entry of this formula, charge and spin) (kcal/mol) = 41.7
- SMILES = [NH3+]CNCO
- HOMO level (eV) = -14.0
- net charge = +1

Last column: Löwdin charge in e.
Geometry (Å):
N (1.741, 0.276, 0.882)  0.21
C (0.726, 0.782, -0.275)  -0.14
N (-0.570, 0.442, -0.012)  -0.03
C (-1.186, -0.780, -0.426)  -0.27
O (-2.463, -0.408, -0.908)  -0.02
H (2.471, -0.349, 0.540)  0.15
H (1.172, -0.237, 1.552)  0.15
H (2.207, 1.045, 1.370)  0.16
H (1.088, 0.278, -1.172)  0.14
H (0.938, 1.840, -0.350)  0.14
H (-1.193, 1.064, 0.479)  0.15
H (-0.589, -1.264, -1.202)  0.13
H (-1.322, -1.488, 0.406)  0.13
H (-3.019, -1.200, -0.884)  0.11

Entry 2:
A 2-piece molecular cluster, C4H9N4 overall in a non-equilibrium geometry, computed with wB97M-V/def2-TZVPD.

- Kohn-Sham gap (eV) = 8.8879
- M (g mol⁻¹) = 113.1
- relative energy (zero: lowest compared OMol25 entry of this formula, charge and spin) (kcal/mol) = 67.2
- HOMO level (eV) = -13.7
- net charge = +1

Last column: Löwdin charge in e.
Geometry (Å):
C (-3.183, -0.833, -0.233)  -0.11
C (-1.862, -1.177, -0.138)  -0.15
C (2.573, 1.183, 0.086)  -0.04
C (1.384, -0.832, 0.382)  0.15
N (-3.238, 0.499, -0.169)  0.07
N (-2.054, 0.883, 0.087)  -0.07
N (-1.143, -0.100, 0.190)  0.04
N (2.067, -0.026, -0.337)  -0.02
H (-3.991, -1.477, -0.643)  0.13
H (-1.326, -2.052, -0.083)  0.07
H (2.212, 1.910, -0.560)  0.10
H (2.239, 1.458, 1.052)  0.11
H (3.606, 1.287, -0.160)  0.12
H (0.907, -1.717, -0.071)  0.12
H (1.050, -0.541, 1.365)  0.11
H (-1.908, 1.848, 0.352)  0.17
H (2.668, -0.314, -1.122)  0.20

Entry 3:
C38H34F5N2OP2SeSn as an isolated structure in a non-equilibrium geometry, computed with wB97M-V/def2-TZVPD.

- Kohn-Sham gap (eV) = 6.7298
- M (g mol⁻¹) = 889.3
- HOMO level (eV) = -16.3
- net charge = +3

Last column: Löwdin charge in e.
Geometry (Å):
Sn (0.126, 0.364, 0.265)  0.98
C (2.680, 0.564, 2.850)  -0.26
C (3.377, -0.247, 1.743)  -0.28
P (2.684, -0.132, 0.063)  0.98
C (3.282, 1.338, -0.730)  -0.43
C (3.054, 1.486, -2.106)  -0.15
C (3.538, 2.600, -2.765)  -0.04
C (4.231, 3.578, -2.057)  -0.01
C (4.439, 3.448, -0.689)  -0.03
C (3.959, 2.336, -0.018)  -0.06
C (3.052, -1.580, -0.895)  -0.37
C (4.153, -1.587, -1.757)  -0.06
C (4.437, -2.735, -2.479)  -0.03
C (3.620, -3.852, -2.366)  -0.02
C (2.524, -3.845, -1.509)  -0.03
C (2.237, -2.710, -0.772)  -0.09
C (1.478, -0.184, 3.450)  -0.29
P (-0.129, 0.381, 2.825)  0.98
C (-1.382, -0.816, 3.268)  -0.37
C (-2.721, -0.417, 3.168)  -0.09
C (-3.734, -1.324, 3.427)  -0.03
C (-3.419, -2.632, 3.777)  -0.02
C (-2.094, -3.033, 3.876)  -0.04
C (-1.072, -2.133, 3.613)  -0.07
C (-0.524, 1.958, 3.570)  -0.37
C (-1.144, 1.974, 4.823)  -0.06
C (-1.422, 3.189, 5.427)  -0.03
C (-1.079, 4.380, 4.795)  -0.02
C (-0.444, 4.363, 3.560)  -0.05
C (-0.175, 3.153, 2.939)  -0.12
H (2.388, 1.554, 2.483)  0.09
H (3.404, 0.746, 3.642)  0.13
H (3.409, -1.308, 1.994)  0.11
H (4.415, 0.077, 1.615)  0.11
H (2.530, 0.714, -2.659)  0.12
H (3.386, 2.707, -3.830)  0.13
H (4.617, 4.446, -2.576)  0.13
H (4.990, 4.206, -0.150)  0.13
H (4.137, 2.246, 1.046)  0.11
H (4.788, -0.715, -1.852)  0.12
H (5.299, -2.756, -3.133)  0.13
H (3.835, -4.734, -2.954)  0.13
H (1.895, -4.720, -1.425)  0.12
H (1.385, -2.709, -0.104)  0.08
H (1.429, -0.070, 4.535)  0.12
H (1.558, -1.253, 3.246)  0.08
H (-2.967, 0.605, 2.904)  0.11
H (-4.768, -1.011, 3.366)  0.13
H (-4.211, -3.342, 3.980)  0.13
H (-1.854, -4.048, 4.165)  0.13
H (-0.048, -2.472, 3.694)  0.11
H (-1.403, 1.051, 5.327)  0.12
H (-1.909, 3.208, 6.392)  0.13
H (-1.306, 5.324, 5.272)  0.13
H (-0.162, 5.293, 3.084)  0.12
H (0.307, 3.147, 1.968)  0.05
C (-2.950, 3.052, 0.501)  0.02
N (-2.838, 2.846, -0.942)  -0.09
C (-3.893, 2.892, -1.819)  0.01
C (-3.387, 2.727, -3.063)  0.02
N (-2.028, 2.575, -2.930)  -0.10
C (-1.094, 2.393, -4.046)  0.01
C (-1.706, 2.645, -1.631)  -0.60
Se (0.070, 2.610, -0.982)  0.85
H (-4.001, 2.991, 0.771)  0.11
H (-2.560, 4.031, 0.769)  0.11
H (-2.403, 2.274, 1.025)  0.05
H (-4.910, 3.035, -1.495)  0.15
H (-3.879, 2.713, -4.020)  0.15
H (-1.647, 2.513, -4.973)  0.11
H (-0.661, 1.395, -4.012)  0.10
H (-0.308, 3.141, -3.998)  0.09
F (-4.061, -4.990, -0.259)  0.18
C (-3.496, -3.801, -0.235)  -0.12
C (-4.222, -2.675, -0.603)  -0.12
F (-5.485, -2.792, -0.958)  0.18
C (-3.624, -1.424, -0.590)  -0.13
F (-4.322, -0.339, -0.937)  0.13
C (-2.320, -1.275, -0.159)  -0.24
O (-1.746, -0.051, -0.044)  -0.28
C (-1.622, -2.408, 0.208)  -0.13
F (-0.316, -2.220, 0.578)  -0.02
C (-2.175, -3.669, 0.169)  -0.13
F (-1.465, -4.725, 0.528)  0.16

Entry 4:
C38H29BrF3I2N9STi as an isolated structure in a non-equilibrium geometry, computed with wB97M-V/def2-TZVPD.

- multiplicity = 2
- Kohn-Sham gap (spin up / spin down) (eV) = 6.2585 / 6.2680
- M (g mol⁻¹) = 1082.4
- relative energy (zero: lowest compared OMol25 entry of this formula, charge and spin) (kcal/mol) = 0.0
- HOMO level (spin up / spin down) (eV) = -10.3 / -10.3
- net charge = +1

Last column: Mulliken spin population.
Geometry (Å):
Ti (0.099, 0.211, 0.932)  0.94
S (-1.961, -0.809, -0.031)  -0.02
C (-1.537, -0.180, -1.606)  0.01
N (-2.018, -0.666, -2.737)  0.03
N (-2.744, -1.719, -2.700)  0.05
C (-3.297, -2.295, -3.862)  -0.01
C (-3.085, -1.721, -5.111)  0.01
C (-3.645, -2.332, -6.222)  -0.01
C (-4.400, -3.488, -6.090)  0.01
C (-4.604, -4.046, -4.836)  -0.01
C (-4.053, -3.452, -3.713)  0.01
N (-0.771, 0.909, -1.845)  0.02
N (-0.111, 1.346, -0.841)  -0.05
C (0.414, 2.660, -1.025)  0.02
C (1.481, 3.086, -0.242)  -0.01
C (1.973, 4.374, -0.380)  0.01
C (1.401, 5.240, -1.301)  -0.01
C (0.331, 4.815, -2.074)  0.01
C (-0.176, 3.533, -1.938)  -0.02
H (-2.931, -2.162, -1.801)  0.00
H (-2.498, -0.820, -5.205)  0.00
H (-3.489, -1.896, -7.200)  0.00
H (-4.831, -3.953, -6.967)  0.00
H (-5.194, -4.946, -4.731)  0.00
H (-4.209, -3.882, -2.731)  0.00
H (1.946, 2.408, 0.457)  -0.01
H (2.814, 4.693, 0.222)  0.00
H (1.785, 6.245, -1.414)  0.00
H (-0.121, 5.492, -2.788)  0.00
H (-1.016, 3.208, -2.534)  0.00
F (-3.502, 6.258, 2.103)  0.00
C (-2.491, 5.900, 2.894)  0.00
F (-2.925, 5.931, 4.158)  0.00
F (-1.529, 6.821, 2.776)  0.00
C (-1.964, 4.530, 2.549)  0.01
C (-2.606, 3.724, 1.628)  0.00
C (-2.069, 2.478, 1.358)  0.03
N (-0.963, 2.019, 1.950)  -0.01
C (-0.354, 2.808, 2.848)  0.02
C (-0.819, 4.063, 3.179)  -0.01
H (-3.503, 4.050, 1.122)  0.00
H (-2.539, 1.813, 0.645)  0.00
H (0.539, 2.417, 3.316)  -0.01
H (-0.290, 4.661, 3.909)  0.00
C (1.887, 0.359, 2.215)  0.01
C (3.095, -0.364, 1.756)  0.00
C (3.510, -1.529, 2.413)  -0.01
C (4.556, -2.296, 1.935)  0.00
C (5.226, -1.906, 0.778)  -0.01
C (4.856, -0.729, 0.129)  0.01
C (3.807, 0.028, 0.616)  0.00
C (6.289, -2.711, 0.261)  0.00
N (7.140, -3.364, -0.152)  0.00
H (2.086, 1.434, 2.300)  0.00
H (1.614, 0.014, 3.216)  0.00
H (2.995, -1.840, 3.316)  0.00
H (4.861, -3.195, 2.454)  0.00
H (5.385, -0.413, -0.760)  0.00
H (3.536, 0.930, 0.080)  -0.01
N (2.310, -6.050, -2.688)  0.00
C (2.087, -5.060, -2.150)  0.00
C (1.802, -3.833, -1.470)  0.00
C (1.787, -2.632, -2.173)  0.00
C (1.459, -1.474, -1.492)  0.01
N (1.178, -1.468, -0.187)  -0.04
C (1.262, -2.614, 0.490)  0.02
C (1.537, -3.828, -0.102)  0.00
H (2.015, -2.601, -3.229)  0.00
H (1.418, -0.522, -2.002)  0.00
H (1.085, -2.543, 1.554)  -0.02
H (1.566, -4.737, 0.481)  0.00
I (2.874, 1.767, -3.672)  0.00
I (4.971, 2.703, -2.368)  0.00
Br (-1.962, 0.081, 6.523)  0.00
C (-1.751, -0.966, 4.973)  0.00
C (-2.400, -2.181, 4.826)  0.00
C (-2.200, -2.889, 3.653)  0.00
C (-1.380, -2.355, 2.676)  0.01
N (-0.749, -1.185, 2.820)  0.00
C (-0.934, -0.508, 3.953)  0.02
H (-3.044, -2.561, 5.608)  0.00
H (-2.681, -3.843, 3.494)  0.00
H (-1.229, -2.868, 1.735)  0.00
H (-0.402, 0.426, 4.068)  0.00

Entry 5:
A 2-piece molecular cluster, C4H12N2 overall in a non-equilibrium geometry, computed with wB97M-V/def2-TZVPD.

- Kohn-Sham gap (eV) = 8.8058
- M (g mol⁻¹) = 88.2
- relative energy (zero: lowest compared OMol25 entry of this formula, charge and spin) (kcal/mol) = 52.7
- SMILES = C=CN.CCN
- HOMO level (eV) = -8.0

Last column: Löwdin charge in e.
Geometry (Å):
C (4.352, -0.503, -1.382)  -0.05
C (3.182, -0.812, -0.783)  -0.29
N (3.030, -1.800, 0.202)  0.01
H (4.997, -1.336, -1.653)  0.04
H (4.747, 0.494, -1.457)  0.04
H (2.297, -0.219, -1.008)  0.09
H (3.971, -1.981, 0.534)  0.08
H (2.522, -1.404, 0.980)  0.08
C (-1.942, 0.316, 0.818)  -0.11
C (-3.244, 0.477, 0.044)  -0.36
N (-4.131, 1.612, 0.312)  -0.03
H (-1.220, 1.014, 0.382)  0.06
H (-1.553, -0.688, 0.647)  0.06
H (-2.021, 0.548, 1.880)  0.06
H (-3.870, -0.412, 0.107)  0.10
H (-3.037, 0.577, -1.026)  0.10
H (-4.412, 1.627, 1.285)  0.06
H (-3.666, 2.490, 0.119)  0.06

Entry 6:
CH5B3F2NO9S3 as an isolated structure in a non-equilibrium geometry, computed with wB97M-V/def2-TZVPD.

- Kohn-Sham gap (eV) = 7.7621
- M (g mol⁻¹) = 341.7
- HOMO level (eV) = -6.3
- net charge = -1

Last column: Löwdin charge in e.
Geometry (Å):
O (-1.704, -0.388, 0.572)  -0.36
S (-1.051, -1.612, 1.089)  0.75
O (-1.211, -2.777, 0.185)  -0.36
C (0.710, -1.258, 1.356)  -0.11
B (1.681, -2.477, 0.998)  -0.54
O (2.089, -3.338, 2.062)  0.21
B (3.489, -3.120, 2.142)  -0.29
O (4.219, -3.518, 0.992)  0.18
B (3.627, -2.827, -0.102)  -0.27
O (2.225, -2.746, -0.267)  0.25
H (-1.651, -1.866, 2.310)  0.09
H (0.850, -1.043, 2.423)  0.10
H (1.026, -0.387, 0.773)  0.12
H (3.986, -2.582, 3.069)  0.12
H (4.388, -2.343, -0.874)  0.12
N (-2.904, 4.083, -1.192)  -0.31
S (-2.351, 2.606, -1.083)  0.48
O (-0.934, 2.440, -1.282)  -0.31
O (-3.205, 1.560, -1.577)  -0.30
F (-2.485, 2.427, 0.498)  -0.21
S (-2.864, 4.657, -2.655)  0.47
O (-3.060, 6.085, -2.695)  -0.32
O (-3.540, 3.901, -3.676)  -0.30
F (-1.328, 4.524, -3.063)  -0.21

Entry 7:
A 2-piece molecular cluster, CH4N4OS overall in a non-equilibrium geometry, computed with wB97M-V/def2-TZVPD.

- Kohn-Sham gap (spin up / spin down) (eV) = 7.8366 / 7.6243
- M (g mol⁻¹) = 120.1
- relative energy (zero: lowest compared OMol25 entry of this formula, charge and spin) (kcal/mol) = 80.7
- HOMO level (spin up / spin down) (eV) = -8.7 / -8.7

Last column: Löwdin charge in e.
Geometry (Å):
C (0.545, -1.528, -0.558)  0.19
N (0.055, 2.132, -0.130)  -0.06
N (-1.166, 1.889, -0.075)  -0.20
N (0.768, 1.180, 0.427)  -0.22
N (0.176, 0.085, 0.929)  -0.19
O (-2.102, -0.413, -0.275)  -0.51
S (-1.531, 0.436, 0.737)  0.84
H (-0.460, -1.553, -0.805)  -0.03
H (1.280, -1.350, -1.193)  -0.01
H (0.810, -2.384, 0.040)  0.04
H (1.623, 1.505, 0.902)  0.15

Entry 8:
C18H54ClNiO13 as an isolated structure in a non-equilibrium geometry, computed with wB97M-V/def2-TZVPD.

- multiplicity = 3
- Kohn-Sham gap (spin up / spin down) (eV) = 7.6945 / 5.8860
- M (g mol⁻¹) = 572.8
- HOMO level (spin up / spin down) (eV) = -11.8 / -11.8
- net charge = +1

Last column: Mulliken spin population.
Geometry (Å):
Ni (2.700, -1.030, -0.133)  1.82
Cl (0.333, 0.540, -0.205)  0.03
O (0.674, -0.708, 0.484)  0.02
O (1.406, 0.607, -1.210)  0.05
O (-0.928, 0.458, -0.835)  0.01
O (0.400, 1.613, 0.724)  0.00
C (4.749, 1.876, 2.074)  0.00
C (3.416, 1.511, 1.451)  0.00
O (3.257, 0.060, 1.458)  0.04
H (4.872, 1.457, 3.071)  0.00
H (4.813, 2.964, 2.093)  0.00
H (5.572, 1.499, 1.465)  0.00
H (3.279, 1.919, 0.451)  0.00
H (2.590, 1.920, 2.034)  0.00
H (3.027, -0.141, 2.403)  0.00
C (-1.945, 3.852, 0.436)  0.00
C (-1.652, 4.446, 1.787)  0.00
O (-1.151, 5.768, 1.539)  0.00
H (-1.086, 3.954, -0.225)  0.00
H (-2.806, 4.328, -0.034)  0.00
H (-2.169, 2.785, 0.505)  0.00
H (-0.819, 3.919, 2.270)  0.00
H (-2.513, 4.505, 2.455)  0.00
H (-0.923, 6.213, 2.359)  0.00
C (0.312, -0.041, 4.504)  0.00
C (1.310, -1.120, 4.133)  0.00
O (2.605, -0.519, 3.935)  0.00
H (-0.634, -0.497, 4.798)  0.00
H (0.129, 0.692, 3.719)  0.00
H (0.657, 0.503, 5.388)  0.00
H (1.008, -1.626, 3.217)  0.00
H (1.339, -1.867, 4.928)  0.00
H (2.939, -0.301, 4.811)  0.00
C (1.651, 5.184, -0.190)  0.00
C (1.438, 4.807, -1.645)  0.00
O (2.059, 5.744, -2.525)  0.00
H (1.247, 6.176, 0.004)  0.00
H (2.727, 5.162, 0.013)  0.00
H (1.148, 4.504, 0.500)  0.00
H (0.371, 4.763, -1.866)  0.00
H (1.815, 3.794, -1.832)  0.00
H (2.996, 5.551, -2.424)  0.00
C (-2.579, -0.142, 2.482)  0.00
C (-2.514, -1.641, 2.209)  0.00
O (-3.640, -2.288, 2.777)  0.00
H (-3.481, 0.307, 2.072)  0.00
H (-1.690, 0.315, 2.046)  0.00
H (-2.567, 0.002, 3.561)  0.00
H (-1.594, -2.080, 2.613)  0.00
H (-2.432, -1.756, 1.121)  0.00
H (-3.940, -2.995, 2.201)  0.00
C (-3.915, 1.061, -2.569)  0.00
C (-4.341, -0.273, -3.121)  0.00
O (-4.314, -0.284, -4.557)  0.00
H (-2.870, 1.310, -2.764)  0.00
H (-3.990, 0.926, -1.486)  0.00
H (-4.505, 1.912, -2.901)  0.00
H (-5.361, -0.520, -2.805)  0.00
H (-3.707, -1.080, -2.729)  0.00
H (-4.743, -1.112, -4.796)  0.00
C (2.703, -3.493, -3.371)  0.00
C (2.340, -3.540, -1.905)  0.00
O (1.871, -2.238, -1.463)  0.03
H (1.835, -3.175, -3.953)  0.00
H (2.984, -4.470, -3.765)  0.00
H (3.491, -2.776, -3.602)  0.00
H (3.195, -3.878, -1.319)  0.00
H (1.530, -4.244, -1.718)  0.00
H (0.946, -2.180, -1.779)  0.01
C (-0.252, -5.474, 0.366)  0.00
C (-0.303, -4.111, 1.050)  0.00
O (0.571, -4.029, 2.174)  0.00
H (-0.541, -6.238, 1.088)  0.00
H (0.714, -5.736, -0.064)  0.00
H (-0.979, -5.471, -0.451)  0.00
H (-1.319, -3.935, 1.412)  0.00
H (-0.105, -3.326, 0.318)  0.00
H (0.248, -4.664, 2.821)  0.00
C (-0.421, -0.630, -4.190)  0.00
C (-1.092, -1.980, -4.007)  0.00
O (-0.639, -2.526, -2.753)  0.00
H (-0.953, -0.053, -4.945)  0.00
H (0.603, -0.741, -4.550)  0.00
H (-0.411, -0.117, -3.228)  0.00
H (-0.788, -2.622, -4.838)  0.00
H (-2.178, -1.883, -3.986)  0.00
H (-1.086, -3.361, -2.584)  0.00